No. 1
Density functional theory data (ωB97M-V with the def2-TZVPD basis set) for a molecular structure, C41H52BrN8O2PSTc.

Computed properties:
Multiplicity = 2
Net charge = 0
LUMO level (alpha / beta) = -0.0012 / 0.0077 Ha
Maximum force = 2.08 eV/A
Kohn-Sham gap (alpha / beta) = 6.8849 / 7.0063 eV
HOMO level (alpha / beta) = -6.92 / -6.80 eV
E_tot = -151744.2545 eV
Energy above the lowest of the compared OMol25 structures with the same formula, charge and spin = 7.8 kcal per mole

Last column: Mulliken charge in e.
Geometry (Å):
H1 -5.43432 -0.97235 -2.48587  0.504
C1 0.35261 -2.07884 -3.01904  0.808
H2 -5.25253 1.47868 -2.56245  -0.175
C2 -1.05050 -3.10258 4.26998  -1.036
H3 0.37802 0.78542 3.83261  0.263
N1 -0.57190 -2.65456 1.96856  0.348
H4 -4.19638 2.64487 -4.24484  0.377
H5 0.73694 -3.81160 -4.19661  0.542
C3 -6.39604 -1.02585 0.80664  -0.935
H6 -2.94652 -6.10176 -2.05735  0.386
C4 1.81467 -0.28878 -3.18495  0.803
S1 3.33486 2.11191 -3.10508  -0.331
C5 2.56030 -0.96534 -4.15458  -0.854
H7 -7.36475 0.89140 0.54279  0.526
C6 -4.81892 -0.49753 -3.25001  -0.820
H8 -4.85727 -2.53585 0.95999  0.239
H9 -5.33004 1.69444 1.45066  0.470
C7 -0.02485 1.53405 1.85770  0.799
C8 -3.99610 0.22630 0.60761  1.170
H10 -5.58373 -2.43101 -0.63862  0.450
C9 2.17736 -2.22886 -4.53539  -0.855
C10 -2.98303 -3.80032 -0.54944  -0.812
C11 3.52504 -2.95146 0.57828  -0.002
H11 -4.94336 -1.09085 -4.16432  0.330
H12 4.44862 -3.13501 4.32066  0.404
N2 0.42574 0.50253 1.16340  1.726
H13 -1.75567 -1.42613 3.11521  0.355
H14 -3.07958 0.72727 0.32300  -1.610
C12 0.44208 1.71708 3.27243  -1.605
H15 2.70007 -1.55449 3.54332  0.481
H16 -7.32638 -1.57752 0.66047  0.487
N3 -3.30254 -2.88854 -1.66042  0.591
H17 -4.38740 -4.11371 -2.96159  0.283
H18 0.68258 -3.97867 1.00128  0.862
C13 4.83768 -3.90873 2.35435  -0.459
C14 1.48643 1.37805 -1.44621  0.641
H19 3.25089 -2.88819 -0.46728  0.433
Br1 1.48133 -6.07361 2.91332  -0.164
H20 -0.52829 -2.45828 -2.52324  -0.594
H21 1.55251 3.20111 -0.16579  0.366
H22 -1.63478 -5.39086 -0.04709  0.496
H23 -0.91181 -4.07758 -0.98608  -0.444
C15 -5.29173 0.92536 -3.50346  -0.456
H24 -1.55827 -2.80871 5.17998  0.438
C16 -6.48110 0.36336 0.18116  -0.604
H25 -3.14845 3.76537 0.32818  0.373
C17 -5.23238 -1.83622 0.20414  -0.684
H26 -3.54696 -2.76455 -3.72821  0.257
H27 -2.73863 -3.20404 0.32932  0.355
C18 4.50572 -3.83825 1.00934  -0.747
O1 1.40339 -1.36504 -0.21746  -0.259
H28 -2.35621 1.32565 -2.81247  -0.146
H29 -6.33795 0.89743 -3.81492  0.599
C19 2.15161 0.98099 -2.57660  0.135
Tc1 0.05783 0.01571 -0.76734  -1.193
H30 5.59389 -4.60641 2.69163  0.400
H31 -0.13975 2.49412 3.76474  0.476
H32 5.01277 -4.47085 0.29129  0.407
P1 -3.01458 -1.27544 -1.40314  -2.360
C20 -2.05979 -5.46619 -2.17638  -1.277
H33 -1.21999 -6.12234 -2.41108  0.483
C21 -1.38882 2.55927 0.01640  0.602
C22 1.94034 2.67071 -1.02724  -0.859
H34 -4.95885 1.70727 -5.51462  0.381
O2 -1.15333 1.74123 -0.91590  0.220
N4 -3.42397 -0.51683 -2.80755  1.036
C23 2.88079 -2.12767 1.49245  0.252
C24 -2.50902 0.44840 -3.45088  0.391
N5 -1.58926 -0.91734 -0.90649  1.089
C25 -3.45430 -3.53370 -2.96671  -0.751
C26 -1.16682 -2.33914 3.11930  -0.207
N6 0.69447 -0.83096 -2.66649  0.824
H35 3.44555 -0.49613 -4.56447  0.474
C27 0.36190 -4.56043 3.04623  -0.552
H36 -6.25794 -0.92144 1.88650  0.379
N7 -4.17417 -0.93851 -0.25766  0.952
C28 1.05568 -2.80964 -3.94460  -0.918
H37 1.49691 1.99850 3.26511  0.282
C29 -0.26765 -4.24735 4.23386  -0.135
C30 -5.20766 1.16180 0.50280  -0.739
N8 1.41754 -0.26762 1.80933  -0.904
H38 -1.74854 4.64789 -0.28455  0.441
H39 2.75158 -2.77408 -5.27382  0.414
C31 3.21613 -2.19857 2.84252  -0.481
H40 -0.14858 -4.87839 5.10411  0.469
H41 -6.59336 0.26216 -0.90182  0.012
H42 -1.53501 -0.00602 -3.59457  -0.258
C32 -0.90664 2.48918 1.32829  -1.036
H43 -2.37625 1.51960 -5.29913  0.461
C33 0.18299 -3.74963 1.93658  -0.418
H44 -3.24902 0.00078 -5.41488  0.404
C34 -3.09531 0.88151 -4.78352  -1.261
H45 3.45274 4.10889 -1.71554  0.471
C35 2.93001 3.16905 -1.81652  -0.504
H46 -3.86352 -4.41107 -0.31352  0.350
C36 -4.41813 1.62616 -4.57039  -0.932
C37 4.18974 -3.08619 3.27049  -0.747
H47 -5.03306 1.91702 -0.26688  0.196
H48 -1.39628 -3.88874 -3.46693  -0.376
C38 -1.80529 -4.70486 -0.87987  0.288
C39 1.83814 -1.18179 1.01760  0.279
H49 -2.53075 -4.98910 -4.24498  0.535
C40 -2.30320 -4.47415 -3.30797  0.137
H50 -2.65199 3.57514 -1.37241  0.253
H51 -1.22298 3.27555 2.00027  0.357
C41 -2.29613 3.70566 -0.35255  -2.053
H52 -3.86504 -0.10890 1.64314  0.536

Forces on atoms 1 to 2 (eV/Å):
0.001 -0.002 0.027
-0.070 0.257 0.019

No. 2
Density functional theory data (ωB97M-V with the def2-TZVPD basis set) for a molecular structure, C41H53BLiN9OSTe.

Computed properties:
Multiplicity = 2
Net charge = -1
LUMO level (alpha / beta) = 0.0665 / 0.0665 Ha
Maximum force = 0.42 eV/A
Kohn-Sham gap (alpha / beta) = 4.0628 / 6.2003 eV
HOMO level (alpha / beta) = -2.25 / -4.39 eV
E_tot = -77851.8245 eV
Energy above the lowest of the compared OMol25 structures with the same formula, charge and spin = 0.0 kcal per mole

Last column: Mulliken charge in e.
Geometry (Å):
H1 4.66304 1.36296 -2.69983  0.450
C1 1.95434 -0.06091 3.43883  0.664
C2 -0.14899 -3.01178 -1.89526  0.326
H2 1.96833 -10.22128 -0.14900  0.347
C3 1.97115 -6.09287 -0.42370  0.687
H3 2.79296 -0.54722 -3.96499  0.362
C4 -6.06496 -0.84770 -0.44417  0.244
H4 -2.79356 3.31140 0.26302  0.235
C5 -3.93803 0.04704 0.49071  -1.028
H5 -2.15330 -3.71335 -2.15911  0.427
Li1 0.14238 -0.00137 -0.36635  1.586
H6 3.09566 1.50294 4.37595  0.233
N1 -6.66330 -1.53047 -1.51510  -0.481
H7 3.99501 -3.50469 4.67558  0.377
H8 -4.35691 -1.34450 -2.58412  0.419
H9 5.36079 1.57317 1.01324  0.169
C6 0.96838 -5.55679 0.40056  -0.112
C7 5.05329 2.15898 0.14534  -1.457
N2 2.80360 1.06921 -0.05220  0.633
N3 0.09803 2.22612 0.40874  -0.134
C8 2.10193 4.28693 2.66367  -1.170
H10 -1.97854 4.32476 -0.92983  0.424
H11 2.87956 -2.02344 -0.97741  -0.408
H12 2.02142 -4.55554 4.60563  0.554
C9 2.71812 -3.10406 1.56164  0.785
H13 4.74564 3.14121 0.50838  0.204
H14 -1.43568 -6.63646 2.53506  0.502
H15 -1.73335 -3.47312 -0.46173  0.237
C10 -1.91410 3.38428 -0.37980  -1.518
H16 -1.95775 -1.04307 -2.56323  0.658
C11 -2.58593 0.20266 0.38057  -0.863
C12 3.85013 -2.04174 -0.49145  -1.785
H17 2.16790 3.70544 3.58536  0.150
S1 -7.05329 -0.37931 0.85174  -0.539
H18 6.72487 -2.99514 4.23405  0.433
H19 -1.25023 -2.65516 3.27354  0.285
H20 3.17919 1.87683 1.99386  -0.158
H21 0.90164 -9.94846 -1.52100  0.337
H22 1.69013 0.82663 -4.03496  0.338
H23 -1.66381 -1.76338 1.79328  -0.009
C13 1.96471 -7.45613 -0.67791  -0.908
C14 -0.65030 3.31594 0.41446  0.640
C15 6.18804 -2.10395 3.90274  -1.889
N4 1.16097 2.47589 1.21384  0.774
C16 -1.28937 -1.66533 2.81069  -1.065
C17 1.01950 -9.77385 -0.45003  -1.638
H24 -6.09130 -2.25399 -1.92931  0.182
C18 3.90170 1.17885 -1.95908  -1.403
C19 -3.89778 -0.94194 -1.69063  -0.971
C20 3.95724 1.48668 -0.61476  0.725
H25 -0.74733 -8.39035 1.08710  0.340
B1 2.27553 1.42104 1.35209  -1.298
H26 -4.46187 0.39345 1.37089  0.422
H27 2.73692 -7.87061 -1.31807  0.399
H28 0.80241 -3.66571 3.70035  0.127
C21 -0.07004 4.29922 1.24196  -1.404
C22 1.08170 3.72082 1.73094  0.786
C23 0.01923 -7.74968 0.66335  -0.895
H29 -7.57999 -1.86443 -1.25902  0.239
H30 5.91561 2.29061 -0.50766  0.406
C24 -4.67928 -0.58462 -0.54982  0.604
N5 2.00050 0.50740 -0.99104  0.308
H31 3.25046 -0.09689 5.11581  0.452
C25 0.99725 -8.30143 -0.14381  0.818
C26 3.77619 -2.42168 0.95859  1.792
C27 -2.53950 -0.74689 -1.69583  -1.345
H32 -1.95367 2.55691 -1.08620  0.259
H33 4.06680 0.26368 3.58661  0.141
H34 -0.43881 5.29017 1.45271  0.480
H35 4.31494 -1.06245 -0.59326  0.528
H36 3.62204 -5.80890 -1.75938  0.399
C28 -0.01931 -6.38325 0.94460  1.224
H37 1.22387 -0.65759 -3.17884  0.085
C29 4.88657 -2.10891 1.74870  -0.736
C30 1.70483 -4.27411 3.60204  -1.561
H38 -0.95988 -4.95763 2.31033  0.129
C31 2.05108 0.01693 -3.39646  -1.412
N6 -1.83777 -0.21052 -0.67584  0.801
C32 4.98686 -2.47312 3.07671  0.434
C33 0.04646 -0.99298 2.83064  0.084
C34 2.64963 0.56119 -2.14205  0.354
H39 1.44783 -5.19313 3.06966  0.064
H40 0.79944 -1.21030 4.92371  0.491
C35 3.04848 -5.23930 -1.02903  -1.026
N7 1.71119 0.19675 2.13537  0.605
H41 5.88907 -1.55046 4.79509  0.371
C36 -1.35574 -3.82053 -1.42903  -1.326
H42 0.21694 -10.29743 0.06809  0.375
N8 0.86743 -2.68111 -1.04542  -0.157
H43 3.09664 4.30311 2.21531  0.147
H44 5.69596 -1.55447 1.28388  0.284
O1 -0.10863 -2.64366 -3.06580  -0.709
H45 -2.02222 -1.07540 3.36441  0.390
Te1 0.78868 -3.45124 0.74207  0.784
H46 -2.02710 0.68731 1.17542  0.542
H47 -1.08877 -4.87798 -1.34951  0.430
C37 -1.17024 -5.88855 1.78788  -1.750
H48 3.73388 -4.88762 -0.25551  0.186
H49 1.82734 5.30787 2.92650  0.369
H50 2.62616 -4.36186 -1.52134  0.112
H51 -2.05224 -5.71606 1.16596  0.370
H52 4.48405 -2.76260 -1.01696  0.563
C38 2.80204 -3.50664 2.90910  0.726
C39 3.93801 -3.19494 3.63710  -1.103
C40 0.91568 -0.83021 3.92104  -1.301
H53 6.88038 -1.48328 3.33485  0.361
C41 3.16029 0.43365 4.16750  -1.667
N9 0.54658 -0.39412 1.75404  1.052

Forces on atoms 1 to 2 (eV/Å):
0.002 -0.002 0.002
0.025 -0.007 -0.012

- Look up the E_tot of the first one.
  -151744.2545 eV